[1]
{
  "formula": "C8H6BrN",
  "method": "the ωB97M-V functional and the def2-TZVPD basis",
  "species": ["Br", "C", "C", "C", "C", "C", "C", "C", "N", "C", "H", "H", "H", "H", "H", "H"],
  "coordinates": [[3.596653, 0.365026, 0.287047], [1.795737, -0.423877, 0.284538], [0.564105, 0.222716, 0.145112], [0.175022, 1.630314, 0.147112], [-1.185138, 1.855535, 0.091496], [-2.092692, 0.855825, -0.137007], [-1.718353, -0.419984, -0.297632], [-0.418381, -0.826650, -0.063287], [0.136627, -1.993160, 0.000541], [1.468685, -1.849503, 0.199438], [0.964469, 2.407849, 0.188030], [-1.469122, 2.894803, 0.284711], [-3.079958, 1.135374, -0.390541], [-2.472416, -1.072055, -0.753738], [1.775054, -2.179130, -0.789482], [1.959705, -2.603086, 0.803658]],
  "atomic_forces_ev_per_a": [[-1.787, -0.752, 0.164], [-0.470, 1.729, -0.030], [2.152, 1.130, 0.011], [-0.288, -0.904, -0.025], [3.684, 3.082, 1.270], [-0.693, -1.230, -0.720], [-3.021, -0.868, -1.166], [2.483, 0.300, 0.745], [-3.749, -1.427, 0.251], [2.585, -0.249, -0.683], [-0.863, -0.485, 0.181], [-0.342, -0.369, -0.459], [-1.017, 0.154, 0.016], [0.434, -0.247, 0.606], [0.907, 0.004, -0.772], [-0.014, 0.131, 0.611]],
  "nbo_charge": [0.06, 0.01, -0.16, -0.17, -0.22, -0.20, -0.18, 0.14, -0.37, -0.35, 0.23, 0.22, 0.22, 0.22, 0.30, 0.26],
  "de_lowest_ev": 0.000,
  "total_charge": 0,
  "smiles": "BrC1=c2ccccc2=NC1",
  "e_lumo_ev": -0.66,
  "homo_energy_ev": -8.168
}

***

[2]
{
  "formula": "C33H26BrMoN6O",
  "method": "the ωB97M-V functional and the def2-TZVPD basis",
  "species": ["Mo", "C", "C", "C", "C", "N", "C", "C", "C", "C", "C", "C", "N", "H", "H", "H", "H", "H", "H", "H", "H", "Br", "C", "C", "C", "C", "C", "C", "N", "N", "C", "C", "C", "C", "O", "C", "N", "C", "C", "C", "C", "H", "H", "H", "H", "H", "H", "H", "H", "H", "C", "C", "C", "C", "C", "C", "C", "C", "N", "H", "H", "H", "H", "H", "H", "H", "H", "H"],
  "coordinates": [[-0.119140, 0.496167, -0.113068], [1.064225, 2.843981, 3.324155], [1.473341, 4.075153, 2.750773], [1.521234, 4.206925, 1.395570], [1.145253, 3.128837, 0.568299], [0.723216, 1.948513, 1.139162], [0.706750, 1.828511, 2.498248], [1.092155, 3.135059, -0.845916], [1.430956, 4.211700, -1.690625], [1.276624, 4.095354, -3.039336], [0.797378, 2.879712, -3.590265], [0.486917, 1.861205, -2.749380], [0.606616, 1.968983, -1.394649], [1.043035, 2.700894, 4.394126], [1.746952, 4.905545, 3.387231], [1.845080, 5.134499, 0.944818], [0.402024, 0.864650, 2.886991], [1.814652, 5.124917, -1.257711], [1.523895, 4.924496, -3.688111], [0.686322, 2.749587, -4.656218], [0.136720, 0.906780, -3.121839], [-6.858588, -2.688405, 5.731622], [-7.096429, -1.640583, 4.184362], [-8.170298, -1.890690, 3.347385], [-8.343205, -1.103817, 2.218384], [-7.420949, -0.118528, 1.906871], [-6.360931, 0.142018, 2.765069], [-6.202807, -0.613116, 3.914425], [-7.730831, 0.688508, 0.745564], [-6.857742, 1.041421, -0.049841], [-5.517198, 0.512780, 0.022007], [-5.245028, -0.823192, -0.035432], [-3.915103, -1.302958, -0.116368], [-2.882238, -0.418715, -0.133904], [-1.567776, -0.764976, -0.180485], [-3.146263, 0.960857, -0.066993], [-2.039768, 1.760969, -0.034206], [-2.225659, 3.064740, 0.031219], [-3.499890, 3.652140, 0.049004], [-4.612543, 2.853826, 0.020617], [-4.453502, 1.452161, -0.022873], [-8.873864, -2.676318, 3.583499], [-9.190291, -1.257764, 1.561889], [-5.675454, 0.955546, 2.563487], [-5.394044, -0.404887, 4.600568], [-6.064636, -1.529613, -0.022943], [-3.715388, -2.365249, -0.159728], [-1.337057, 3.684799, 0.062765], [-3.582324, 4.728739, 0.088034], [-5.607969, 3.279742, 0.024511], [3.807864, 0.492978, 0.018313], [3.572619, -0.989697, -0.066314], [4.625533, -1.888360, -0.068679], [4.388736, -3.255170, -0.145734], [3.094488, -3.748394, -0.219812], [2.010270, -2.884780, -0.217892], [0.594913, -3.381198, -0.298169], [2.269525, -1.510838, -0.142514], [1.195236, -0.638700, -0.154281], [4.873292, 0.712934, 0.043692], [3.350217, 0.912071, 0.916000], [3.369932, 1.011076, -0.837081], [5.640538, -1.516365, -0.011041], [5.223919, -3.943351, -0.147102], [2.922632, -4.815497, -0.279842], [0.568210, -4.468663, -0.318298], [0.096565, -3.005696, -1.193919], [0.007603, -3.033243, 0.553394]],
  "atomic_forces_ev_per_a": [[1.422, -0.229, -0.188], [0.065, 0.129, 0.065], [-0.006, -0.020, 0.099], [0.060, 0.023, -0.061], [-0.043, -0.081, 0.036], [-0.247, -0.049, 0.188], [0.039, -0.029, -0.259], [-0.043, -0.041, -0.041], [0.049, 0.033, 0.055], [-0.004, -0.012, -0.093], [0.055, 0.114, -0.062], [0.067, -0.023, 0.219], [-0.189, -0.093, -0.132], [-0.005, 0.013, -0.005], [0.025, -0.021, 0.000], [-0.017, 0.001, 0.006], [-0.038, -0.024, -0.024], [-0.020, 0.001, -0.009], [0.018, -0.020, 0.000], [0.003, 0.012, 0.002], [-0.047, -0.026, 0.025], [0.011, -0.040, 0.070], [0.022, 0.043, -0.019], [-0.020, 0.017, -0.075], [-0.053, -0.137, -0.009], [-0.242, 0.069, -0.223], [0.030, 0.152, 0.138], [-0.010, 0.006, -0.057], [0.103, 0.004, 0.379], [0.270, -0.237, -0.041], [-0.123, 0.261, -0.151], [0.113, -0.190, -0.116], [-0.278, -0.180, -0.050], [0.430, -0.003, 0.106], [-0.749, -0.169, 0.015], [0.198, 0.098, 0.018], [-0.306, 0.007, 0.036], [0.032, 0.118, -0.025], [0.075, 0.008, 0.008], [-0.033, -0.049, -0.022], [-0.141, 0.162, 0.057], [0.001, 0.000, -0.004], [-0.004, 0.012, 0.030], [-0.012, -0.025, 0.009], [0.005, -0.004, -0.002], [0.040, -0.029, 0.002], [-0.023, 0.002, -0.004], [-0.022, -0.020, 0.008], [0.000, -0.007, -0.010], [0.007, -0.013, 0.018], [-0.049, -0.045, -0.011], [0.083, 0.109, 0.004], [-0.007, -0.027, 0.006], [0.007, -0.006, 0.003], [0.008, -0.012, 0.008], [-0.138, -0.195, -0.023], [0.059, -0.003, 0.005], [-0.234, 0.412, -0.074], [-0.206, 0.278, 0.173], [-0.004, -0.015, -0.004], [-0.001, -0.001, 0.021], [-0.002, -0.002, -0.016], [-0.001, -0.008, 0.002], [0.000, 0.004, -0.003], [0.004, 0.004, 0.004], [0.009, -0.003, -0.001], [0.005, 0.000, -0.001], [0.003, -0.004, 0.000]],
  "nbo_charge": [1.52, -0.27, -0.16, -0.21, 0.12, -0.54, 0.05, 0.12, -0.21, -0.16, -0.27, 0.05, -0.53, 0.24, 0.23, 0.23, 0.21, 0.23, 0.23, 0.24, 0.22, 0.09, -0.08, -0.22, -0.21, 0.11, -0.24, -0.22, -0.09, -0.13, 0.06, -0.20, -0.22, 0.34, -0.69, 0.09, -0.52, 0.11, -0.27, -0.09, -0.03, 0.24, 0.24, 0.22, 0.23, 0.24, 0.24, 0.22, 0.24, 0.25, -0.64, 0.03, -0.22, -0.15, -0.22, 0.03, -0.64, 0.09, -0.38, 0.23, 0.22, 0.22, 0.22, 0.23, 0.22, 0.23, 0.23, 0.23],
  "de_lowest_ev": 0.556,
  "total_charge": 1,
  "multiplicity": 3,
  "e_lumo_ev": [-4.06, -3.84],
  "homo_energy_ev": [-8.739, -10.599]
}

***

[3]
{
  "formula": "C4H21N3O6",
  "method": "the ωB97M-V functional and the def2-TZVPD basis",
  "species": ["C", "C", "C", "N", "N", "C", "N", "O", "H", "H", "H", "H", "H", "H", "H", "H", "H", "H", "H", "O", "H", "H", "O", "H", "H", "O", "H", "H", "O", "H", "H", "O", "H", "H"],
  "coordinates": [[1.352159, -1.128163, -0.109255], [0.095389, -0.235819, -0.102298], [-1.232708, -0.984563, 0.129503], [-1.465309, -1.724646, 1.400629], [0.012166, 0.444232, -1.493214], [0.439089, 1.796671, -1.554618], [0.430634, 2.326776, -2.826434], [0.624061, 2.464836, -0.578402], [1.358314, -1.823378, -0.881858], [2.305911, -0.483009, -0.243886], [1.352384, -1.688171, 0.839820], [0.218925, 0.626496, 0.660509], [-2.068087, -0.243605, -0.078961], [-1.411206, -1.804177, -0.574827], [-2.447431, -2.116681, 1.476101], [-1.212062, -1.152825, 2.194867], [0.031385, -0.299300, -2.214730], [-0.010861, 1.886297, -3.601438], [0.481486, 3.269547, -3.036269], [-0.369574, -4.294366, 0.508605], [-0.812202, -3.516433, 0.857004], [0.162834, -4.482192, 1.302001], [2.450004, 2.048271, 1.922861], [3.198397, 1.722473, 1.536763], [1.759042, 2.157672, 1.075991], [0.044013, 0.899591, 2.674256], [-0.513401, 1.692905, 2.525749], [0.838109, 1.193737, 2.944939], [-0.689406, -3.312613, -2.460362], [0.189936, -3.656652, -2.416848], [-1.021407, -3.245175, -1.548504], [-1.619876, 2.444179, 1.319098], [-1.850965, 3.338708, 1.592039], [-0.828882, 2.611294, 0.756220]],
  "atomic_forces_ev_per_a": [[0.714, 2.246, 1.886], [0.596, 1.377, -0.612], [-2.076, 0.095, -0.202], [-0.205, -0.191, -0.084], [0.459, -0.275, 2.079], [-2.203, -2.811, -2.943], [0.205, -1.675, -0.020], [0.864, 1.316, 2.011], [-0.252, -1.298, -1.531], [-1.532, -1.017, 0.517], [0.426, 0.255, -0.263], [-0.344, -1.936, -1.341], [0.958, -0.585, 0.311], [0.435, 0.634, -0.621], [1.666, 1.167, -0.144], [-0.310, 0.046, 0.250], [0.203, 1.498, 0.087], [-0.217, -1.055, -0.003], [0.468, 2.177, 0.630], [0.608, -0.483, 0.615], [-0.513, 0.976, 0.088], [0.014, -0.368, -0.620], [-5.705, 1.861, -1.661], [3.188, -1.357, -1.576], [2.641, -0.371, 3.039], [-4.723, -1.266, -0.916], [0.102, -0.696, 0.051], [4.591, 1.529, 1.453], [-1.139, 0.733, -0.038], [0.710, -0.446, 0.378], [0.569, -0.470, -0.506], [0.593, 0.758, -0.391], [-0.305, -0.008, 0.073], [-0.486, -0.361, 0.006]],
  "nbo_charge": [-0.62, -0.09, -0.22, -0.89, -0.67, 0.82, -0.83, -0.71, 0.20, 0.20, 0.23, 0.27, 0.19, 0.16, 0.38, 0.40, 0.42, 0.39, 0.39, -0.98, 0.49, 0.47, -0.98, 0.46, 0.50, -0.97, 0.49, 0.48, -0.95, 0.47, 0.48, -0.96, 0.47, 0.50],
  "de_lowest_ev": 1.966,
  "total_charge": 0,
  "smiles": "C[C@H](CN)NC(N)=O.O.O.O.O.O",
  "e_lumo_ev": 0.51,
  "homo_energy_ev": -9.435
}